# 1
This record from OMol25 describes a cluster of 7 separate species, C21H47F3N6O8P in total in a non-equilibrium geometry. The level of theory is wB97M-V/def2-TZVPD.

The HOMO-LUMO gap comes out at 5.40 eV. For the LUMO energy, the calculation gives 1.82 eV. The calculation puts the calculated total energy at -2399.9132 Eh.

Geometry as ORCA input:
```
! RIJCOSX wB97M-V def2-TZVPD def2/J DEFGRID3
* xyz -1 1
O -6.38 4.92 3.10
P -5.45 5.68 4.00
C -3.98 5.01 4.60
C -2.75 5.65 4.14
O -2.35 5.37 2.66
C -1.39 4.55 2.44
F -1.35 3.47 3.26
F -1.43 4.07 1.17
F -0.12 5.10 2.55
H -5.08 6.95 3.45
H -6.21 6.15 5.11
H -4.00 3.94 4.35
H -1.86 5.37 4.72
H -2.82 6.74 4.14
C 0.90 1.89 -1.08
C 2.39 2.15 -1.09
O 3.18 1.36 -1.59
N 2.82 3.30 -0.52
C 2.02 4.30 0.16
H 0.72 0.94 -1.57
H 0.51 1.86 -0.06
H 0.37 2.67 -1.63
H 3.82 3.43 -0.58
H 2.11 5.27 -0.33
H 2.34 4.41 1.19
H 0.98 4.01 0.15
C 1.65 -2.10 -1.94
C 0.39 -1.91 -2.75
O -0.29 -0.90 -2.65
N 0.03 -2.91 -3.59
C 0.68 -4.20 -3.75
H 1.80 -1.23 -1.31
H 1.58 -2.99 -1.31
H 2.52 -2.21 -2.59
H -0.82 -2.73 -4.10
H 1.02 -4.36 -4.77
H -0.01 -5.00 -3.48
H 1.54 -4.26 -3.09
C -2.43 -3.57 2.34
C -1.43 -3.80 1.22
O -0.97 -4.91 0.99
N -1.06 -2.73 0.49
C -1.48 -1.34 0.61
H -2.61 -4.52 2.82
H -2.04 -2.86 3.07
H -3.36 -3.17 1.95
H -0.40 -2.95 -0.24
H -1.95 -1.01 -0.32
H -0.61 -0.71 0.80
H -2.19 -1.21 1.42
C 1.75 -8.76 -2.49
C 0.66 -7.81 -2.03
O 0.04 -7.12 -2.81
N 0.42 -7.74 -0.70
C 1.05 -8.47 0.38
H 1.82 -8.69 -3.57
H 2.71 -8.50 -2.05
H 1.51 -9.79 -2.21
H -0.30 -7.06 -0.45
H 0.32 -9.05 0.93
H 1.54 -7.78 1.07
H 1.80 -9.14 -0.02
C -0.27 0.80 -8.13
C -1.36 1.65 -7.51
O -2.00 2.45 -8.18
N -1.59 1.49 -6.19
C -0.93 0.58 -5.26
H -0.21 1.05 -9.18
H 0.69 0.99 -7.66
H -0.50 -0.26 -8.03
H -2.33 2.08 -5.83
H -1.64 -0.11 -4.81
H -0.45 1.13 -4.45
H -0.17 0.01 -5.78
C 1.86 3.55 4.73
C 1.58 4.43 5.93
O 0.56 5.08 6.05
N 2.55 4.46 6.90
C 3.81 3.77 6.94
H 1.02 3.61 4.05
H 2.76 3.88 4.22
H 1.99 2.51 5.04
H 2.31 5.06 7.68
H 3.87 3.10 7.81
H 4.65 4.47 6.99
H 3.93 3.16 6.05
*
```

Atom charges from the Löwdin analysis, given in e for atoms 1 to 5: atom 1 (O): -0.53, atom 2 (P): 0.50, atom 3 (C): -0.40, atom 4 (C): -0.27, atom 5 (O): 0.03

***

# 2
This record from OMol25 describes a structure of composition C21H47GeNO5RuSi. The level of theory is wB97M-V/def2-TZVPD.

The HOMO-LUMO gap (spin up / spin down) comes out at 7.71 / 8.26 eV. For the LUMO energy (spin up / spin down), the calculation gives -0.59 / -1.54 eV. The calculation puts the calculated total energy at -3720.7443 Eh.

Geometry as ORCA input:
```
! RIJCOSX wB97M-V def2-TZVPD def2/J DEFGRID3
* xyz 0 5
Ru 0.68 -1.44 1.21
C 1.62 -5.33 1.01
Ge 0.15 -4.46 0.05
C -1.31 -5.74 -0.27
C 0.81 -3.76 -1.66
C -0.59 -3.06 1.25
H 2.19 -5.96 0.32
H 1.24 -5.97 1.81
H 2.29 -4.59 1.44
H -0.94 -6.58 -0.85
H -2.12 -5.27 -0.83
H -1.70 -6.11 0.67
H 0.85 -4.58 -2.38
H 1.81 -3.35 -1.56
H 0.16 -2.99 -2.07
H -0.69 -3.53 2.23
H -1.57 -2.71 0.92
C 1.80 -0.33 5.14
C 1.30 -0.13 3.70
C 0.45 1.13 3.61
C 0.53 -1.37 3.27
H 2.34 0.55 5.48
H 2.48 -1.19 5.20
H 0.97 -0.51 5.81
H 2.18 -0.01 3.06
H -0.37 1.09 4.33
H 0.02 1.28 2.62
H 1.05 2.01 3.85
H -0.53 -1.32 3.53
H 0.97 -2.30 3.65
C -1.62 4.52 1.67
C -1.07 4.02 0.34
C 0.22 4.75 -0.02
C -2.10 4.20 -0.77
O -0.76 2.64 0.54
Si -0.67 1.37 -0.47
O -0.25 0.12 0.47
O -2.14 1.19 -1.14
C -2.70 0.24 -2.05
C -2.47 -1.18 -1.53
C -2.07 0.41 -3.43
C -4.19 0.54 -2.09
O 0.38 1.63 -1.70
C 1.78 1.38 -1.86
C 2.24 2.30 -2.99
C 2.55 1.70 -0.58
C 1.97 -0.07 -2.26
H -1.84 5.59 1.62
H -0.89 4.35 2.46
H -2.53 3.99 1.92
H 0.04 5.83 -0.09
H 0.60 4.40 -0.98
H 0.98 4.58 0.75
H -2.34 5.26 -0.88
H -3.01 3.65 -0.54
H -1.71 3.83 -1.72
H -1.40 -1.39 -1.48
H -2.94 -1.91 -2.18
H -2.88 -1.28 -0.52
H -1.00 0.24 -3.39
H -2.24 1.43 -3.78
H -2.52 -0.28 -4.14
H -4.63 0.44 -1.10
H -4.71 -0.14 -2.77
H -4.35 1.57 -2.43
H 2.10 3.34 -2.71
H 1.65 2.10 -3.89
H 3.29 2.14 -3.22
H 2.41 2.75 -0.31
H 3.62 1.52 -0.73
H 2.21 1.08 0.24
H 1.44 -0.28 -3.20
H 1.57 -0.74 -1.49
H 3.03 -0.31 -2.40
O 4.55 -1.67 -0.62
C 3.62 -1.66 0.09
N 2.67 -1.66 0.83
*
```

Atom charges from the Löwdin analysis, given in e for atoms 1 to 5: atom 1 (Ru): 1.43, atom 2 (C): -0.22, atom 3 (Ge): 0.73, atom 4 (C): -0.22, atom 5 (C): -0.22

***

# 3
This record from OMol25 describes a structure of composition C21H47NNiO2SSi2 in a non-equilibrium geometry. The level of theory is wB97M-V/def2-TZVPD.

The HOMO-LUMO gap (spin up / spin down) comes out at 4.89 / 6.47 eV. For the LUMO energy (spin up / spin down), the calculation gives 0.02 / 0.02 eV. The calculation puts the calculated total energy at -3518.8799 Eh.

Geometry as ORCA input:
```
! RIJCOSX wB97M-V def2-TZVPD def2/J DEFGRID3
* xyz 0 3
O -1.33 3.59 2.10
O 0.79 4.14 3.02
C -2.01 4.03 0.86
C -3.54 3.97 0.87
H -1.65 3.33 0.08
H -1.65 5.05 0.67
H -3.93 2.96 0.64
H -3.90 4.61 0.04
H -3.98 4.32 1.80
C -1.80 2.27 2.57
C -1.79 2.28 4.07
H -1.06 1.58 2.15
H -2.79 2.03 2.16
H -0.80 2.50 4.49
H -2.11 1.28 4.41
H -2.53 3.00 4.47
C 1.86 3.74 4.09
C 0.42 5.58 3.12
C 1.86 2.24 4.36
H 1.67 4.32 4.98
H 2.79 4.11 3.66
H 1.07 2.00 5.10
H 2.83 2.05 4.86
H 1.82 1.62 3.44
C -0.62 5.69 4.23
H 0.02 5.75 2.11
H 1.34 6.11 3.31
H -1.45 4.97 4.09
H -0.98 6.73 4.19
H -0.14 5.60 5.22
H -0.24 3.75 2.69
Ni 1.74 1.29 -1.11
C 1.40 2.22 0.29
Si 2.25 3.81 -0.14
H 1.57 1.87 1.30
H 0.27 2.31 0.35
C 1.13 5.13 -0.90
C 3.55 3.16 -1.38
C 3.35 4.73 1.13
C 0.74 1.97 -2.54
Si 0.89 0.75 -3.96
H 1.04 2.99 -2.82
H -0.27 2.02 -2.09
C 2.10 1.46 -5.21
C -0.80 0.57 -4.77
C 1.48 -0.97 -3.46
H 4.16 5.23 0.55
H 3.84 4.02 1.82
H 2.84 5.53 1.71
H 0.49 4.71 -1.70
H 1.75 5.91 -1.37
H 0.48 5.64 -0.17
H 3.35 2.19 -1.87
H 4.45 3.08 -0.78
H 3.64 3.97 -2.10
H -1.38 1.49 -4.66
H -1.37 -0.26 -4.31
H -0.67 0.36 -5.84
H 0.77 -1.48 -2.81
H 2.45 -0.95 -2.95
H 1.59 -1.58 -4.37
H 1.82 1.13 -6.22
H 3.13 1.13 -5.00
H 2.07 2.56 -5.20
S 2.75 -0.35 0.12
C 1.19 -0.99 0.16
C 0.95 -2.30 0.63
C -0.35 -2.78 0.56
C -1.35 -1.95 0.02
C -1.03 -0.69 -0.42
N 0.20 -0.21 -0.38
H 1.79 -2.85 1.01
H -0.57 -3.80 0.93
H -2.39 -2.33 -0.05
H -1.83 -0.02 -0.86
*
```

Atom charges from the Löwdin analysis, given in e for atoms 1 to 5: atom 1 (O): -0.21, atom 2 (O): -0.17, atom 3 (C): -0.16, atom 4 (C): -0.06, atom 5 (H): 0.12

***

# 4
This record from OMol25 describes a structure of composition C21H48AsIN2O4PSi in a non-equilibrium geometry. The level of theory is wB97M-V/def2-TZVPD.

The HOMO-LUMO gap comes out at 6.22 eV. For the LUMO energy, the calculation gives 2.49 eV. The calculation puts the calculated total energy at -4403.3450 Eh.

Geometry as ORCA input:
```
! RIJCOSX wB97M-V def2-TZVPD def2/J DEFGRID3
* xyz -1 1
C 1.30 -1.42 6.15
C 2.08 -1.43 4.67
C 1.14 -0.58 3.56
O 0.94 -1.46 2.47
As 0.31 -0.77 0.87
I 1.43 -2.87 -0.23
C -0.28 -0.03 -0.91
C -1.81 -0.17 -1.38
C -2.10 1.06 -2.49
C -3.65 1.01 -3.06
N -3.98 -0.30 -3.73
C -4.92 -1.16 -2.92
C -4.72 -2.81 -3.05
O -5.93 -0.75 -2.14
C 2.18 0.00 0.68
C 2.62 0.65 -0.72
O 2.93 -0.25 -1.84
Si 4.29 0.29 -2.80
C 3.87 1.89 -3.84
C 4.55 -1.12 -4.16
C 5.97 0.40 -1.86
N -1.32 -1.69 1.18
C -1.62 -2.90 0.40
C -1.61 -2.06 2.61
C -2.52 -1.15 3.68
O -1.30 -3.26 3.20
P -0.56 1.12 1.83
C -2.38 1.42 1.57
C -2.78 2.59 0.44
C 0.54 2.59 2.07
C 0.71 3.62 0.76
H 0.93 -0.29 6.28
H 0.30 -2.06 6.12
H 2.01 -1.71 7.04
H 3.11 -0.91 4.84
H 2.15 -2.57 4.35
H 0.14 -0.39 4.18
H 1.69 0.43 3.45
H 0.36 -0.51 -1.80
H -0.11 1.15 -0.84
H -2.64 -0.28 -0.59
H -1.88 -1.15 -2.07
H -1.40 0.79 -3.42
H -1.75 2.10 -2.11
H -4.39 1.35 -2.22
H -3.71 1.84 -3.91
H -4.29 -0.19 -4.72
H -4.93 -3.11 -4.18
H -5.56 -3.37 -2.42
H -3.63 -3.16 -2.77
H 2.51 0.75 1.51
H 2.92 -0.93 0.86
H 1.99 1.53 -1.15
H 3.68 1.17 -0.49
H 3.78 2.82 -3.13
H 4.64 2.02 -4.72
H 2.82 1.69 -4.35
H 3.57 -1.14 -4.83
H 4.57 -2.17 -3.60
H 5.49 -0.93 -4.83
H 5.89 0.89 -0.80
H 6.79 0.94 -2.54
H 6.36 -0.72 -1.75
H -2.80 -3.06 0.53
H -1.18 -3.93 0.73
H -1.51 -2.85 -0.77
H -2.79 -1.72 4.66
H -3.54 -0.92 3.11
H -2.02 -0.14 3.98
H -2.82 1.88 2.59
H -3.02 0.42 1.42
H -1.85 3.01 -0.13
H -3.40 3.45 0.94
H -3.53 2.04 -0.30
H 1.62 2.42 2.55
H 0.01 3.30 2.88
H -0.28 4.28 0.75
H 0.74 3.07 -0.27
H 1.59 4.39 0.94
*
```

Atom charges from the Löwdin analysis, given in e for atoms 1 to 5: atom 1 (C): -0.17, atom 2 (C): -0.20, atom 3 (C): -0.36, atom 4 (O): -0.51, atom 5 (As): 0.58

***

# 5
This record from OMol25 describes a structure of composition C21H48Br9O12P3 in a non-equilibrium geometry. The level of theory is wB97M-V/def2-TZVPD.

The HOMO-LUMO gap (spin up / spin down) comes out at 7.58 / 2.30 eV. For the LUMO energy (spin up / spin down), the calculation gives -4.16 / -9.44 eV. The calculation puts the calculated total energy at -25921.8237 Eh.

Geometry as ORCA input:
```
! RIJCOSX wB97M-V def2-TZVPD def2/J DEFGRID3
* xyz 1 2
C 0.48 -4.69 4.70
Br 1.47 -5.99 5.81
Br -1.23 -4.38 5.52
Br 0.23 -5.42 2.93
H 1.06 -3.77 4.71
C -0.22 -1.40 1.11
Br -1.71 -0.12 1.26
Br -0.81 -3.02 0.24
Br 0.62 -1.57 2.79
H 0.62 -0.98 0.56
C 1.53 -0.56 6.12
Br -0.13 -1.27 6.86
Br 3.06 -0.55 7.37
Br 1.15 1.37 5.65
H 1.79 -1.09 5.20
C 2.69 -3.00 -8.89
C 2.94 -3.53 -7.49
O 1.85 -3.64 -6.60
P 1.20 -2.30 -5.88
O 2.22 -1.56 -5.02
O -0.19 -2.86 -5.24
C -0.46 -3.39 -3.90
C -1.82 -2.99 -3.33
O 0.66 -1.42 -7.13
C 0.21 -0.05 -6.90
C -1.30 0.00 -6.74
H 1.82 -3.49 -9.34
H 2.47 -1.93 -8.85
H 3.46 -3.18 -9.63
H 3.32 -4.55 -7.55
H 3.73 -2.94 -7.02
H -0.38 -4.48 -4.01
H 0.26 -3.30 -3.08
H -2.76 -3.08 -3.88
H -1.97 -3.63 -2.46
H -1.60 -1.99 -2.97
H 0.75 0.43 -6.08
H 0.31 0.50 -7.83
H -1.62 -0.59 -5.88
H -1.66 1.01 -6.57
H -1.82 -0.10 -7.69
C 3.99 -2.57 -1.00
C 4.28 -1.13 -1.36
O 3.17 -0.50 -0.78
P 3.50 0.47 0.48
O 4.25 -0.23 1.58
O 2.05 1.22 0.76
C 1.97 2.14 1.89
C 0.81 3.07 1.75
O 4.37 1.70 -0.17
C 5.61 2.12 0.41
C 5.75 3.66 0.24
H 4.57 -3.25 -1.63
H 4.09 -2.65 0.08
H 2.96 -2.86 -1.20
H 5.22 -0.64 -1.11
H 4.18 -0.94 -2.43
H 1.90 1.40 2.69
H 2.87 2.74 1.88
H 0.94 3.64 0.83
H -0.24 2.76 1.75
H 0.81 3.69 2.65
H 5.84 1.68 1.38
H 6.23 1.65 -0.36
H 6.56 4.18 0.77
H 6.14 3.69 -0.77
H 4.80 4.18 0.15
C -5.49 1.50 0.67
C -4.33 2.47 1.09
O -3.63 1.93 2.22
P -3.30 2.79 3.57
O -2.23 3.80 3.49
O -4.81 3.38 3.96
C -4.88 4.62 4.67
C -6.29 5.26 4.65
O -3.04 1.56 4.70
C -3.92 0.39 4.67
C -2.99 -0.83 5.16
H -5.87 1.79 -0.31
H -4.99 0.54 0.51
H -6.22 1.52 1.47
H -3.67 2.57 0.22
H -4.79 3.45 1.19
H -4.63 4.38 5.71
H -4.23 5.43 4.36
H -7.11 4.80 5.21
H -6.18 6.20 5.19
H -6.61 5.40 3.62
H -4.85 0.51 5.22
H -4.35 0.23 3.68
H -1.97 -0.69 4.80
H -3.03 -0.94 6.24
H -3.38 -1.75 4.73
*
```

Atom charges from the Löwdin analysis, given in e for atoms 1 to 5: atom 1 (C): -1.59, atom 2 (Br): 0.60, atom 3 (Br): 0.73, atom 4 (Br): 0.63, atom 5 (H): -0.06

***

# 6
This record from OMol25 describes a structure of composition C21H48ClN3O4PS2Si2. The level of theory is wB97M-V/def2-TZVPD.

The HOMO-LUMO gap comes out at 6.61 eV. For the LUMO energy, the calculation gives 1.43 eV. The calculation puts the calculated total energy at -3471.3243 Eh.

Geometry as ORCA input:
```
! RIJCOSX wB97M-V def2-TZVPD def2/J DEFGRID3
* xyz -1 1
C 5.46 -3.16 -0.89
C 5.69 -4.13 0.27
C 5.35 -3.54 1.64
C 3.84 -3.37 1.88
C 3.32 -1.96 1.60
C 1.83 -1.90 1.26
C 1.41 -0.56 0.64
C 0.26 -0.68 -0.36
N 0.67 -0.53 -1.78
C 1.91 -1.23 -2.17
C 3.10 -0.29 -2.43
C 2.75 0.96 -3.27
C 2.77 2.33 -2.58
C 2.22 2.37 -1.16
C 1.91 3.80 -0.67
C 0.42 4.03 -0.39
C 0.02 3.71 1.05
C -0.42 -0.80 -2.65
S -1.00 0.31 -3.68
S -1.07 -2.44 -2.51
C -2.77 -2.24 -3.10
C -3.61 -1.30 -2.23
C -4.53 -2.02 -1.23
Si -4.65 -1.17 0.42
N -5.97 -1.72 1.35
Cl -2.85 -1.61 1.36
O -4.78 0.44 0.19
Si -3.95 1.69 0.90
P -4.89 1.90 2.94
N -5.04 0.44 3.57
H 4.41 -3.14 -1.21
H 6.05 -3.43 -1.76
H 5.73 -2.14 -0.61
H 6.73 -4.46 0.27
H 5.08 -5.02 0.12
H 5.82 -2.55 1.72
H 5.80 -4.16 2.42
H 3.29 -4.09 1.25
H 3.61 -3.63 2.92
H 3.88 -1.54 0.76
H 3.53 -1.32 2.46
H 1.23 -2.08 2.16
H 1.60 -2.72 0.56
H 1.07 0.11 1.44
H 2.27 -0.10 0.17
H -0.49 0.10 -0.18
H -0.26 -1.63 -0.21
H 2.17 -1.97 -1.40
H 1.74 -1.79 -3.09
H 3.60 -0.02 -1.49
H 3.84 -0.87 -2.99
H 1.76 0.82 -3.71
H 3.46 1.00 -4.10
H 2.16 3.00 -3.19
H 3.79 2.74 -2.60
H 2.93 1.89 -0.47
H 1.30 1.77 -1.14
H 2.27 4.53 -1.40
H 2.45 3.97 0.26
H -0.18 3.42 -1.07
H 0.16 5.08 -0.60
H -1.01 4.00 1.26
H 0.09 2.63 1.24
H 0.66 4.22 1.76
H -2.72 -1.91 -4.14
H -3.18 -3.25 -3.09
H -4.22 -0.69 -2.90
H -2.95 -0.60 -1.71
H -5.54 -2.13 -1.65
H -4.17 -3.03 -1.03
H -6.06 -2.74 1.35
H -5.85 -1.43 2.32
H -2.51 1.37 1.04
H -4.07 2.90 0.06
H -4.02 2.78 3.61
H -6.05 2.65 2.74
H -6.00 0.30 3.88
C -6.13 4.72 4.32
O -5.62 4.95 3.20
O -6.35 5.88 5.11
O -6.46 3.66 4.85
H -6.03 6.59 4.54
*
```

Atom charges from the Löwdin analysis, given in e for atoms 1 to 5: atom 1 (C): -0.11, atom 2 (C): -0.27, atom 3 (C): -0.23, atom 4 (C): -0.21, atom 5 (C): -0.22

***

Repeat the second record exactly.
This record from OMol25 describes a structure of composition C21H47GeNO5RuSi. The level of theory is wB97M-V/def2-TZVPD.

The HOMO-LUMO gap (spin up / spin down) comes out at 7.71 / 8.26 eV. For the LUMO energy (spin up / spin down), the calculation gives -0.59 / -1.54 eV. The calculation puts the calculated total energy at -3720.7443 Eh.

Geometry as ORCA input:
```
! RIJCOSX wB97M-V def2-TZVPD def2/J DEFGRID3
* xyz 0 5
Ru 0.68 -1.44 1.21
C 1.62 -5.33 1.01
Ge 0.15 -4.46 0.05
C -1.31 -5.74 -0.27
C 0.81 -3.76 -1.66
C -0.59 -3.06 1.25
H 2.19 -5.96 0.32
H 1.24 -5.97 1.81
H 2.29 -4.59 1.44
H -0.94 -6.58 -0.85
H -2.12 -5.27 -0.83
H -1.70 -6.11 0.67
H 0.85 -4.58 -2.38
H 1.81 -3.35 -1.56
H 0.16 -2.99 -2.07
H -0.69 -3.53 2.23
H -1.57 -2.71 0.92
C 1.80 -0.33 5.14
C 1.30 -0.13 3.70
C 0.45 1.13 3.61
C 0.53 -1.37 3.27
H 2.34 0.55 5.48
H 2.48 -1.19 5.20
H 0.97 -0.51 5.81
H 2.18 -0.01 3.06
H -0.37 1.09 4.33
H 0.02 1.28 2.62
H 1.05 2.01 3.85
H -0.53 -1.32 3.53
H 0.97 -2.30 3.65
C -1.62 4.52 1.67
C -1.07 4.02 0.34
C 0.22 4.75 -0.02
C -2.10 4.20 -0.77
O -0.76 2.64 0.54
Si -0.67 1.37 -0.47
O -0.25 0.12 0.47
O -2.14 1.19 -1.14
C -2.70 0.24 -2.05
C -2.47 -1.18 -1.53
C -2.07 0.41 -3.43
C -4.19 0.54 -2.09
O 0.38 1.63 -1.70
C 1.78 1.38 -1.86
C 2.24 2.30 -2.99
C 2.55 1.70 -0.58
C 1.97 -0.07 -2.26
H -1.84 5.59 1.62
H -0.89 4.35 2.46
H -2.53 3.99 1.92
H 0.04 5.83 -0.09
H 0.60 4.40 -0.98
H 0.98 4.58 0.75
H -2.34 5.26 -0.88
H -3.01 3.65 -0.54
H -1.71 3.83 -1.72
H -1.40 -1.39 -1.48
H -2.94 -1.91 -2.18
H -2.88 -1.28 -0.52
H -1.00 0.24 -3.39
H -2.24 1.43 -3.78
H -2.52 -0.28 -4.14
H -4.63 0.44 -1.10
H -4.71 -0.14 -2.77
H -4.35 1.57 -2.43
H 2.10 3.34 -2.71
H 1.65 2.10 -3.89
H 3.29 2.14 -3.22
H 2.41 2.75 -0.31
H 3.62 1.52 -0.73
H 2.21 1.08 0.24
H 1.44 -0.28 -3.20
H 1.57 -0.74 -1.49
H 3.03 -0.31 -2.40
O 4.55 -1.67 -0.62
C 3.62 -1.66 0.09
N 2.67 -1.66 0.83
*
```

Atom charges from the Löwdin analysis, given in e for atoms 1 to 5: atom 1 (Ru): 1.43, atom 2 (C): -0.22, atom 3 (Ge): 0.73, atom 4 (C): -0.22, atom 5 (C): -0.22